Computed, not measured: a molecular structure, C29H44BrCoN3P2 in a non-equilibrium geometry, with ωB97M-V/def2-TZVPD.

Structure (XYZ):
```
80
C29H44BrCoN3P2 (ωB97M-V/def2-TZVPD)
C -1.20945 5.23742 -2.04747
C -1.64597 4.00330 -2.56642
C -1.74552 3.82963 -3.95902
C -1.17799 4.82373 -4.76484
N -0.67688 5.94345 -4.25623
C -0.70030 6.17536 -2.94959
C -1.70602 2.88475 -1.66775
C -0.91410 2.34441 -0.72412
C 0.33230 1.85298 -0.29762
C 1.15204 2.33134 0.76441
C 1.95878 1.45293 1.43307
C 1.75474 -0.02429 1.28093
C 1.05457 -0.40840 0.04430
C 0.52460 0.53182 -0.76794
Co -2.57947 1.55279 -0.79585
P 3.29327 -1.05762 1.02567
H -2.16717 2.93089 -4.41147
H -1.21742 5.43838 -0.97652
H -1.13516 4.70137 -5.84927
H -0.30789 7.12503 -2.58559
H 0.10859 0.22845 -1.74153
H 1.15405 3.40363 1.00672
H 0.87406 -1.47204 -0.13518
H 2.64665 1.76961 2.22706
C 3.02385 -2.77467 1.56362
C 3.87971 -3.83518 0.87216
H 1.95404 -3.00699 1.43659
H 3.21662 -2.78118 2.64854
H 3.74177 -4.79509 1.37847
H 3.58946 -3.97477 -0.17641
H 4.95222 -3.60107 0.91037
C 3.70867 -1.04725 -0.73816
C 4.02553 0.33289 -1.29439
H 2.85758 -1.49667 -1.26952
H 4.56373 -1.72627 -0.86085
H 4.17006 0.25221 -2.37613
H 3.21698 1.05292 -1.12362
H 4.95082 0.73297 -0.86908
C 4.57069 -0.25476 1.97958
C 5.82222 -1.10816 2.17904
H 4.10406 0.02238 2.93906
H 4.80642 0.67695 1.44254
H 6.56751 -0.50693 2.71052
H 5.60467 -1.99703 2.78541
H 6.26414 -1.42129 1.22101
Br 0.59195 -0.62781 2.77241
P -2.62815 -2.41698 -0.98543
C -0.95588 -3.22677 -0.99121
C -0.89851 -4.67959 -1.44883
H -0.56704 -3.15244 0.03601
H -0.30978 -2.62428 -1.64987
H 0.14064 -5.01895 -1.40274
H -1.48756 -5.32825 -0.79831
H -1.23488 -4.79632 -2.47959
C -2.67966 -1.70653 0.70208
C -3.47216 -2.59605 1.66913
H -3.14041 -0.71058 0.63321
H -1.63722 -1.59682 1.03714
H -3.32634 -2.25733 2.70550
H -4.54650 -2.55637 1.45073
H -3.15530 -3.64500 1.61490
C -2.39937 -1.15256 -2.28399
C -3.08227 -1.64761 -3.56718
H -1.32075 -1.04476 -2.45797
H -2.84123 -0.17317 -1.93930
H -3.34291 -0.79742 -4.20776
H -2.42843 -2.30227 -4.15540
H -3.99900 -2.19254 -3.34338
C -2.75067 1.03374 4.45850
N -3.09752 1.71230 3.22035
C -4.06458 2.69330 2.98464
C -4.05308 2.92821 1.63200
N -3.12782 2.06930 1.04761
C -2.50247 1.41678 2.04588
H -3.27413 1.51140 5.28086
H -3.03890 -0.02981 4.42355
H -1.66427 1.09228 4.60491
H -4.69106 3.12210 3.76306
H -4.63866 3.60243 1.03558
H -1.63711 0.75641 1.94848
```

The total energy is -5934.48393 Eh. Its charge is +2. Its energy relative to the best compared isomer or geometry (same formula, charge and spin) is 4.3 kcal/mol. The calculation puts the molecular weight at 635.477 g/mol. As for the spin multiplicity: 4. The orbital gap (alpha / beta) is 6.790 / 5.665 eV.